This record from the Open Molecules 2025 dataset describes a cluster of 2 separate species, C8H12ClN4 in total. The level of theory is the ωB97M-V functional and the def2-TZVPD basis.

XYZ file:
```
25
C8H12ClN4 the ωB97M-V functional and the def2-TZVPD basis
C 3.629 -1.007 1.930
C 2.741 -1.593 2.800
C 3.238 -0.222 -0.474
C 2.936 -0.763 0.721
C 1.531 -1.282 0.951
C 1.024 -0.744 -1.209
C -3.191 0.756 -1.216
C -1.910 0.283 -0.550
N 0.611 -1.265 -0.077
N 1.508 -1.823 2.192
N 2.272 -0.225 -1.439
N -0.757 1.005 -1.070
Cl 2.541 0.510 -2.944
H 4.716 -0.881 1.935
H 2.957 -2.043 3.823
H 4.206 0.285 -0.471
H 0.403 -0.840 -2.072
H -2.946 1.890 -1.344
H -3.380 0.470 -2.241
H -4.115 0.494 -0.679
H -1.683 -0.843 -0.558
H -1.999 0.402 0.569
H 0.695 -2.196 2.698
H -0.813 1.951 -0.810
H -0.933 0.955 -2.092
```

Summary:
total charge = +1
2S+1 = 1
E_LUMO = -4.17 eV
E_tot = -990.939595 Ha
relative energy (zero: lowest compared OMol25 entry of this formula, charge and spin) = 0.000 eV
HOMO-LUMO gap = 8.333 eV

=====

This record from the Open Molecules 2025 dataset describes an isolated molecule of C8H12ClNS. The level of theory is the ωB97M-V functional and the def2-TZVPD basis.

XYZ file:
```
23
C8H12ClNS the ωB97M-V functional and the def2-TZVPD basis
C -2.087 -0.440 1.400
C -1.970 -0.600 -0.102
C -3.049 0.166 -0.840
S -0.479 0.097 -0.845
C 1.133 -0.652 0.235
Cl 0.567 -2.232 0.771
C 2.218 -0.738 -0.936
C 2.857 0.583 -1.041
C 2.682 1.560 -0.176
C 1.939 1.300 1.051
N 1.309 0.197 1.239
H -2.375 0.587 1.738
H -2.832 -1.129 1.864
H -1.251 -0.794 1.887
H -2.066 -1.656 -0.297
H -3.358 1.135 -0.381
H -3.987 -0.321 -0.927
H -2.788 0.397 -1.815
H 1.817 -0.994 -1.893
H 3.057 -1.557 -0.549
H 3.597 0.609 -1.834
H 3.164 2.501 -0.429
H 1.904 1.981 1.879
```

Summary:
total charge = 0
2S+1 = 1
E_LUMO = -0.21 eV
SMILES = CC(C)S[C@@]1(Cl)CC=CC=N1
E_tot = -1225.082310 Ha
relative energy (zero: lowest compared OMol25 entry of this formula, charge and spin) = 0.853 eV
HOMO-LUMO gap = 8.407 eV

=====

This record from the Open Molecules 2025 dataset describes a cluster of 3 separate species, C8H12ClO8 in total. The level of theory is the ωB97M-V functional and the def2-TZVPD basis.

XYZ file:
```
29
C8H12ClO8 the ωB97M-V functional and the def2-TZVPD basis
Cl 1.414 -22.285 18.396
O 2.785 -22.683 18.370
O 1.318 -20.932 18.808
O 0.797 -22.534 17.109
O 0.761 -23.216 19.338
O -0.215 -15.853 22.893
C -0.929 -15.544 21.942
O -2.218 -15.943 22.003
C -2.896 -15.329 20.918
C -1.884 -15.299 19.834
C -0.509 -15.099 20.511
H -3.132 -14.347 21.326
H -3.715 -15.873 20.447
H -2.068 -14.547 19.067
H -1.914 -16.261 19.322
H -0.192 -14.066 20.656
H 0.198 -15.859 20.181
O 5.787 -27.120 27.110
C 5.331 -26.362 26.269
O 5.453 -26.674 24.882
C 4.846 -25.606 24.102
C 3.801 -24.965 25.090
C 4.340 -25.194 26.533
H 4.612 -25.908 23.082
H 5.663 -24.895 23.977
H 2.865 -25.517 24.999
H 3.672 -23.942 24.735
H 3.516 -25.435 27.205
H 4.821 -24.364 27.053
```

Summary:
total charge = -1
2S+1 = 1
E_LUMO = 2.34 eV
E_tot = -1373.935826 Ha
relative energy (zero: lowest compared OMol25 entry of this formula, charge and spin) = 1.802 eV
HOMO-LUMO gap = 7.727 eV

=====

This record from the Open Molecules 2025 dataset describes an isolated molecule of C8H12F4N2. The level of theory is the ωB97M-V functional and the def2-TZVPD basis.

XYZ file:
```
26
C8H12F4N2 the ωB97M-V functional and the def2-TZVPD basis
C 2.162 1.379 -0.082
C 0.829 1.726 -0.039
C -0.418 0.790 -0.090
C 2.760 0.188 0.278
C -0.261 -0.765 -0.148
C 0.999 -1.206 -0.832
C -1.377 1.274 1.002
C -1.522 -1.371 -0.659
N 2.815 -0.398 1.492
N 1.000 -0.883 -2.207
F 0.493 2.918 -0.464
F 3.861 -0.140 -0.477
F -0.178 -1.132 1.251
F 1.358 -2.422 -0.341
H 2.732 2.155 -0.485
H -0.894 0.962 -1.074
H -0.751 1.510 1.822
H -2.041 0.582 1.276
H -1.796 2.195 0.598
H -2.343 -1.532 0.142
H -1.398 -2.402 -1.046
H -1.959 -0.609 -1.342
H 1.959 -0.288 1.901
H 3.210 -1.287 1.534
H 1.922 -0.744 -2.582
H 0.281 -1.326 -2.833
```

Summary:
total charge = 0
2S+1 = 1
E_LUMO (spin up / spin down) = 0.47 / 0.42 eV
E_tot = -820.867722 Ha
relative energy (zero: lowest compared OMol25 entry of this formula, charge and spin) = 2.105 eV
HOMO-LUMO gap (spin up / spin down) = 7.853 / 7.053 eV